1.
The following is a quantum chemistry calculation of a gas-phase ion, CH2F3N2 (charge +1) at a distorted geometry, from the Open Molecules 2025 dataset.

Geometry as ORCA input:
```
! RIJCOSX wB97M-V def2-TZVPD def2/J DEFGRID3
* xyz 1 1
F 1.35384 1.57846 0.33799
N 1.60510 0.36723 -0.22024
C 0.66386 -0.39191 -0.27677
F 0.64498 -1.62981 -0.63497
N -0.79288 0.03465 0.11891
F -1.39291 -0.99877 0.71222
H -0.59852 0.76277 0.69938
H -1.48346 0.27738 -0.73653
*
```

Values from the calculation:
**ΔE to the lowest compared entry with this formula, charge and spin**: 34.5 kcal/mol
**Structure (SMILES)**: F/N=C(/F)[NH2+]F
**E_HOMO**: -18.0 eV
**LUMO energy**: -5.4 eV
**Maximum force**: 5.94 eV Å⁻¹

---

2.
The following is a quantum chemistry calculation of 2 unconnected molecules or ions with the total composition CH2F3N3 at a distorted geometry, from the Open Molecules 2025 dataset.

Geometry as ORCA input:
```
! RIJCOSX wB97M-V def2-TZVPD def2/J DEFGRID3
* xyz 0 1
C -0.09492 0.63622 -0.07858
N 0.28936 1.69685 0.34852
N -1.24354 0.08123 -0.32968
N 1.34256 -0.97092 -0.01897
F 1.55544 1.78203 0.83977
F 0.65635 -1.92969 -0.71078
F 0.98210 -1.23503 1.30708
H -2.13945 0.67399 -0.37371
H -1.34791 -0.73468 -0.98364
*
```

Values from the calculation:
**ΔE to the lowest compared entry with this formula, charge and spin**: 201.5 kcal/mol
**E_HOMO (spin up / spin down)**: -9.5 / -9.5 eV
**LUMO energy (spin up / spin down)**: -0.8 / -0.8 eV
**Maximum force**: 5.19 eV Å⁻¹

---

3.
The following is a quantum chemistry calculation of a molecular structure, CH2F3OSm at a distorted geometry, from the Open Molecules 2025 dataset.

Geometry as ORCA input:
```
! RIJCOSX wB97M-V def2-TZVPD def2/J DEFGRID3
* xyz 0 6
H -1.10448 0.57966 -1.56861
Sm -1.40775 -1.32253 0.93444
O -1.30659 -0.36698 -1.45696
H -1.54761 -0.75286 -2.30292
C 0.94962 0.21933 1.07728
F 1.40487 0.80252 -0.11904
F 0.93114 1.30751 1.93638
F 2.08081 -0.46665 1.49942
*
```

Values from the calculation:
**E_HOMO (spin up / spin down)**: -5.6 / -6.7 eV
**LUMO energy (spin up / spin down)**: -0.2 / -0.8 eV
**Maximum force**: 1.11 eV Å⁻¹

---

4.
The following is a quantum chemistry calculation of CH2FIS in the gas phase at a distorted geometry, from the Open Molecules 2025 dataset.

Geometry as ORCA input:
```
! RIJCOSX wB97M-V def2-TZVPD def2/J DEFGRID3
* xyz 0 1
F -0.96927 1.24466 0.99011
C -1.11576 0.20654 0.08373
S -0.07976 -1.22549 0.69855
I -3.27434 -0.00939 -0.05783
H -0.65754 0.45799 -0.81954
H -1.28271 -1.83743 1.17958
*
```

Values from the calculation:
**ΔE to the lowest compared entry with this formula, charge and spin**: 9.3 kcal/mol
**Structure (SMILES)**: F[C@@H](S)I
**E_HOMO**: -9.9 eV
**LUMO energy**: -0.4 eV
**Maximum force**: 3.25 eV Å⁻¹